# 1
This record from the OMol25 dataset describes 11 unconnected molecules or ions with the total composition C44H66O33 at a distorted geometry. The level of theory is the ωB97M-V functional and the def2-TZVPD basis.

Properties
LUMO (alpha / beta): -2.2 / -9.4 eV
HOMO level (alpha / beta): -0.4401 / -0.4401 Ha
Relative energy (zero: lowest compared OMol25 entry of this formula, charge and spin): 0.136 eV
Multiplicity: 2
Expectation value of S²: 0.756
Max |F|: 5.3 eV Å⁻¹
Net charge: +1

Last column: Mulliken spin population.
Atoms and positions in Å:
C: -4.7094 0.1921 -5.2769  0.000
C: -4.4315 1.6688 -4.7867  0.000
C: -5.2969 2.1795 -3.6587  0.000
O: -4.3622 2.6814 -2.6779  0.000
C: -3.1096 2.4349 -3.0941  0.000
O: -2.0641 2.7794 -2.4965  0.000
O: -3.1441 1.7288 -4.2111  0.000
H: -4.7704 -0.5490 -4.4799  0.000
H: -3.9376 -0.1226 -5.9792  0.000
H: -5.6957 0.1403 -5.7380  0.000
H: -4.4190 2.3850 -5.6083  0.000
H: -5.9829 1.4740 -3.1899  0.000
H: -5.8904 3.0202 -4.0181  0.000
C: 5.4690 -4.6380 -2.2822  0.000
C: 3.9297 -4.7195 -2.4263  0.000
C: 3.2142 -5.4010 -1.2862  0.000
O: 2.1392 -4.6031 -0.8717  -0.001
C: 2.4056 -3.4055 -1.3912  0.000
O: 1.8069 -2.3911 -1.0724  0.035
O: 3.4735 -3.4367 -2.1462  0.002
H: 5.8449 -5.6592 -2.3460  0.000
H: 5.7934 -4.1431 -1.3668  0.000
H: 5.8799 -4.1735 -3.1786  0.000
H: 3.4979 -4.8479 -3.4188  0.000
H: 3.9368 -5.3886 -0.4703  0.000
H: 2.9908 -6.4327 -1.5579  0.000
C: -6.2467 -0.0121 -0.6029  0.000
C: -5.8091 -0.2742 0.8464  0.000
C: -5.6327 -1.7617 1.3200  0.000
O: -4.3734 -1.6511 1.9014  0.001
C: -3.6934 -0.5321 1.5568  0.002
O: -2.5350 -0.2756 1.8367  0.005
O: -4.5950 0.3259 0.9607  -0.001
H: -5.6256 -0.5591 -1.3122  0.000
H: -6.1872 1.0176 -0.9555  0.000
H: -7.2262 -0.3719 -0.9178  0.000
H: -6.4546 0.1442 1.6187  0.000
H: -5.5918 -2.4847 0.5053  0.000
H: -6.4478 -1.9847 2.0084  0.000
C: -4.5175 5.3902 -0.5402  0.000
C: -4.1763 4.2109 0.4180  0.000
C: -3.0261 4.4501 1.3700  -0.001
O: -3.4586 3.8248 2.5673  0.000
C: -4.8014 3.6117 2.4428  0.000
O: -5.4913 3.2862 3.3485  0.000
O: -5.2419 3.9802 1.2766  0.000
H: -4.8855 6.2989 -0.0639  0.000
H: -5.3280 5.1590 -1.2314  0.000
H: -3.7055 5.4461 -1.2652  0.000
H: -4.0350 3.3638 -0.2533  0.000
H: -2.8317 5.5100 1.5343  0.000
H: -2.1100 3.9348 1.0814  0.001
C: 4.8163 -0.5128 3.8771  0.001
C: 4.2633 -1.2647 2.6596  0.000
C: 5.0699 -1.1934 1.3702  0.001
O: 5.1500 -2.6050 1.0001  0.000
C: 4.6325 -3.4042 1.9869  -0.002
O: 4.5710 -4.6309 1.9871  0.000
O: 4.1333 -2.6670 2.9390  -0.001
H: 5.0065 0.5133 3.5622  0.000
H: 5.7649 -0.9136 4.2344  0.000
H: 4.0951 -0.4587 4.6926  0.000
H: 3.2959 -0.8728 2.3457  0.000
H: 6.0995 -0.8697 1.5232  0.000
H: 4.5531 -0.5712 0.6395  0.000
C: 0.6979 -2.2939 2.1240  0.172
C: -0.5314 -3.2249 2.0689  0.021
C: -1.0335 -3.4320 0.6774  0.101
O: -1.1742 -4.8556 0.5188  0.101
C: -0.6954 -5.4915 1.5469  -0.025
O: -0.7417 -6.7145 1.6716  0.010
O: -0.2352 -4.5646 2.4825  0.411
H: 1.3956 -2.6114 1.3491  0.031
H: 1.1533 -2.3358 3.1134  0.003
H: 0.5373 -1.2368 1.9125  -0.003
H: -1.3084 -2.7876 2.6960  0.104
H: -0.3522 -3.0432 -0.0794  -0.002
H: -1.9649 -2.9080 0.4627  0.041
C: 6.1751 -0.4776 -2.3930  0.000
C: 4.8931 -0.4661 -3.2491  0.000
C: 3.6351 0.0362 -2.5160  0.001
O: 3.1791 1.0923 -3.3703  0.000
C: 4.0743 1.4128 -4.2601  0.000
O: 3.9025 2.3207 -5.0897  0.000
O: 5.0996 0.5281 -4.2077  0.000
H: 6.3435 0.5201 -1.9875  0.000
H: 7.0458 -0.8048 -2.9614  0.000
H: 6.1369 -1.1872 -1.5666  0.000
H: 4.7049 -1.3695 -3.8293  0.000
H: 3.7326 0.4050 -1.4949  0.000
H: 2.8499 -0.7162 -2.4418  -0.001
C: -3.0154 2.4079 5.3274  0.000
C: -1.9961 1.8788 4.2707  0.000
C: -0.8157 2.8054 3.9080  0.000
O: 0.2780 1.8820 3.9729  0.000
C: -0.1608 0.6474 4.4038  -0.003
O: 0.5710 -0.3833 4.5223  0.001
O: -1.4077 0.6884 4.7530  0.001
H: -3.3409 3.4352 5.1634  0.000
H: -2.6384 2.3922 6.3500  0.000
H: -3.9168 1.7977 5.3846  0.000
H: -2.4722 1.5274 3.3553  0.000
H: -0.7085 3.6911 4.5342  0.000
H: -0.9600 3.1725 2.8919  0.000
C: -0.7143 -0.1774 -0.8696  -0.004
C: 0.2397 1.0796 -0.7420  -0.002
C: -0.1998 2.1023 0.2712  0.001
O: 0.9848 2.3946 0.9519  0.000
C: 1.9184 1.4057 0.7339  0.001
O: 3.0139 1.3149 1.2365  0.000
O: 1.4026 0.5539 -0.1726  -0.003
H: -0.3065 -0.9004 -1.5761  -0.001
H: -1.6735 0.2329 -1.1854  0.000
H: -0.8587 -0.6648 0.0946  0.000
H: 0.4363 1.6081 -1.6748  0.000
H: -0.9333 1.6823 0.9593  0.000
H: -0.7423 2.9034 -0.2309  0.000
C: 3.4733 2.7778 4.2268  0.000
C: 4.2837 3.5426 3.2548  0.000
C: 3.4701 4.3856 2.2954  0.000
O: 4.1364 5.6426 2.3049  0.000
C: 4.9916 5.7001 3.3080  0.000
O: 5.5992 6.7046 3.6475  0.000
O: 5.0426 4.4986 3.8970  0.000
H: 4.1274 2.2637 4.9310  0.000
H: 2.8985 1.9421 3.8277  0.000
H: 2.8058 3.3710 4.8518  0.000
H: 4.9293 2.8937 2.6630  0.000
H: 2.4512 4.3450 2.6807  0.000
H: 3.5234 3.9380 1.3030  0.000
C: -1.3421 -2.6362 -5.7749  0.000
C: -1.7633 -3.4038 -4.5183  0.000
C: -0.8179 -3.2562 -3.3275  0.001
O: -1.6442 -2.8800 -2.2627  -0.006
C: -2.8738 -2.6930 -2.6654  0.001
O: -3.8692 -2.4867 -1.9674  0.000
O: -2.9338 -2.9340 -3.9721  0.000
H: -1.2357 -1.5759 -5.5457  0.000
H: -2.1434 -2.6627 -6.5133  0.000
H: -0.3885 -2.9330 -6.2116  0.000
H: -1.8359 -4.4654 -4.7546  0.000
H: -0.0532 -2.4922 -3.4676  0.000
H: -0.3273 -4.2271 -3.2592  0.000

# 2
This record from the OMol25 dataset describes a single C21H25NO3 molecule. The level of theory is the ωB97M-V functional and the def2-TZVPD basis.

Properties
LUMO: 0.8 eV
SMILES string: CCCCOCCCNC(=O)C1c2ccccc2Oc2ccccc21
HOMO level: -0.3082 Ha
Relative energy (zero: lowest compared OMol25 entry of this formula, charge and spin): 1.042 eV
Max |F|: 0.6 eV Å⁻¹
Net charge: 0

Last column: Mulliken charge in e.
Atoms and positions in Å:
C: 4.8219 1.5730 0.9388  -1.184
C: 4.7929 0.5157 -0.1580  -0.614
C: 3.4058 -0.1022 -0.3104  0.439
C: 3.3886 -1.1704 -1.4066  -1.054
O: 2.1073 -1.6761 -1.6986  -0.290
C: 1.5528 -2.5117 -0.7046  -0.133
C: 0.3608 -3.2632 -1.2979  -0.808
C: -0.6177 -2.3159 -2.0026  -1.008
N: -1.0243 -1.2249 -1.1496  0.104
C: -2.0828 -1.3084 -0.3230  0.198
O: -2.8726 -2.2257 -0.3188  -0.702
C: -2.2049 -0.1002 0.6311  0.768
C: -2.3144 1.1686 -0.1667  -0.215
C: -3.4747 1.4634 -0.8697  -0.611
C: -3.5656 2.6030 -1.6468  -0.836
C: -2.4869 3.4688 -1.7288  -0.408
C: -1.3280 3.1987 -1.0282  -0.790
C: -1.2401 2.0509 -0.2478  0.663
O: -0.0597 1.8555 0.4207  -0.581
C: 0.0020 0.8643 1.3620  0.968
C: 1.1340 0.8462 2.1706  -0.621
C: 1.2816 -0.1365 3.1295  -0.359
C: 0.2961 -1.0960 3.2986  -1.009
C: -0.8360 -1.0644 2.5053  -0.394
C: -0.9982 -0.0906 1.5289  -0.487
H: 5.8168 2.0026 1.0293  0.423
H: 4.5486 1.1358 1.8968  0.247
H: 4.1223 2.3745 0.7121  0.271
H: 5.5137 -0.2711 0.0764  0.354
H: 5.0934 0.9672 -1.1061  0.362
H: 3.1013 -0.5461 0.6401  0.143
H: 2.6815 0.6745 -0.5655  0.088
H: 4.0643 -1.9950 -1.1300  0.373
H: 3.7377 -0.7371 -2.3484  0.314
H: 1.2271 -1.9203 0.1650  -0.031
H: 2.3074 -3.2322 -0.3543  0.504
H: 0.7146 -3.9929 -2.0261  0.390
H: -0.1530 -3.7889 -0.4923  0.369
H: -1.5177 -2.8660 -2.2850  0.416
H: -0.1430 -1.8971 -2.8908  0.395
H: -0.3619 -0.4730 -1.0453  0.172
H: -3.1159 -0.2642 1.2171  0.616
H: -4.3066 0.7777 -0.8054  0.479
H: -4.4740 2.8144 -2.1894  0.403
H: -2.5490 4.3594 -2.3354  0.392
H: -0.4781 3.8617 -1.0685  0.466
H: 1.8818 1.6095 2.0270  0.496
H: 2.1656 -0.1503 3.7492  0.424
H: 0.4089 -1.8651 4.0471  0.410
H: -1.6100 -1.8077 2.6277  0.489